DFT (the ωB97M-V functional and the def2-TZVPD basis) results for 2 unconnected molecules or ions with the total composition C5H6N2O2 at a distorted geometry.

```
! RIJCOSX wB97M-V def2-TZVPD def2/J DEFGRID3
* xyz 0 1
C -3.160 -0.405 0.318
C -2.280 0.650 0.286
C -0.960 0.565 -0.371
C -0.046 1.432 -0.477
O 0.761 2.252 -0.529
H -4.098 -0.245 0.706
H -2.975 -1.347 -0.170
H -2.643 1.716 0.564
H -0.806 -0.444 -0.877
N 3.196 0.645 1.183
C 2.778 -0.159 0.375
N 2.808 -1.256 -0.183
O 1.758 -1.955 -0.817
H 3.519 1.458 0.814
H 2.148 -2.908 -0.821
*
```

The calculation puts the strongest force on any atom at 5.3 eV Å⁻¹. The energy is -12352.1047 eV. As for the SMILES: C=CC=C=O.N=C=NO. Its energy above the lowest of the compared OMol25 structures with the same formula, charge and spin is 532.2 kJ/mol.



DFT (the ωB97M-V functional and the def2-TZVPD basis) results for 2 unconnected molecules or ions with the total composition C5H6N2O3 at a distorted geometry.

```
! RIJCOSX wB97M-V def2-TZVPD def2/J DEFGRID3
* xyz 0 1
C -0.486 -1.707 0.885
C -2.145 -0.858 -1.894
C 1.064 0.661 2.103
C 1.665 1.662 1.511
C -0.743 -0.696 -1.368
N -0.436 -1.189 -0.159
N 0.194 0.137 -1.960
O -0.136 0.848 -2.873
O -2.917 -1.674 -1.485
O 1.307 0.181 -1.496
H -0.401 -2.189 1.819
H -2.407 -0.021 -2.650
H 0.056 0.778 2.372
H 1.511 -0.015 2.887
H 1.138 2.413 1.047
H 2.739 1.670 1.259
*
```

The calculation puts the strongest force on any atom at 3.3 eV Å⁻¹. The energy is -14397.5786 eV. Its energy above the lowest of the compared OMol25 structures with the same formula, charge and spin is 707.6 kJ/mol.



DFT (the ωB97M-V functional and the def2-TZVPD basis) results for a single C5H6N2O4 molecule at a distorted geometry.

```
! RIJCOSX wB97M-V def2-TZVPD def2/J DEFGRID3
* xyz 0 1
O 0.822 3.481 -0.163
C 0.728 2.324 0.166
O 1.389 1.748 1.198
C -0.439 1.453 -0.432
N -0.407 0.040 -0.071
C 0.650 -0.836 -0.222
O 1.823 -0.403 -0.676
C 0.199 -2.089 -0.018
N -1.166 -1.982 0.316
C -1.601 -0.700 0.188
O -2.693 -0.243 0.464
H 1.246 0.802 1.091
H -1.388 1.752 -0.034
H -0.465 1.547 -1.497
H 2.379 -1.187 -0.688
H 0.759 -3.007 0.105
H -1.835 -2.699 0.274
*
```

The calculation puts the strongest force on any atom at 2.2 eV Å⁻¹. The energy is -16452.4673 eV. As for the SMILES: O=C(O)Cn1c(O)c[nH]c1=O. Its energy above the lowest of the compared OMol25 structures with the same formula, charge and spin is 16.0 kJ/mol.



DFT (the ωB97M-V functional and the def2-TZVPD basis) results for a single C5H6N2S molecule at a distorted geometry.

```
! RIJCOSX wB97M-V def2-TZVPD def2/J DEFGRID3
* xyz 0 1
C 1.387 2.380 -0.096
C 0.970 1.259 -0.219
C 0.491 -0.102 -0.333
N 1.224 -1.158 -0.216
S 2.886 -1.132 0.026
N -0.872 -0.217 -0.625
C -1.837 -0.029 0.439
C -1.600 -1.371 -0.144
H 1.789 3.356 -0.023
H 3.125 0.185 0.053
H -1.461 0.184 1.429
H -2.727 0.551 0.134
H -1.071 -2.107 0.436
H -2.304 -1.798 -0.862
*
```

The calculation puts the strongest force on any atom at 1.2 eV Å⁻¹. The energy is -19093.8818 eV. As for the SMILES: C#C/C(=N\S)N1CC1. Its energy above the lowest of the compared OMol25 structures with the same formula, charge and spin is 398.4 kJ/mol.